No. 1
The following is a quantum chemistry calculation of a molecular structure, C23H20BN5S2Sn in a non-equilibrium geometry, from the OMol25 dataset.

The value obtained for the HOMO energy is -14.33 eV. Its charge is +2. The calculation puts the lowest unoccupied orbital energy at -6.65 eV. The calculation puts the total energy at -2197.18742 a.u. For the largest force on an atom, the calculation gives 2.9 eV/A.

XYZ file:
```
52
C23H20BN5S2Sn | the OMol25 dataset | wB97M-V/def2-TZVPD
Sn -0.5518 -0.1684 -0.1295
S -0.8144 1.0870 4.0987
C 0.8921 0.9358 3.8503
C 1.8965 0.9215 4.8479
C 3.2002 0.7400 4.5149
C 3.4739 0.5351 3.1702
C 2.4732 0.4821 2.1861
C 1.1476 0.7259 2.5213
N -0.0504 0.6088 1.7733
C -1.1483 0.7290 2.5043
C -2.4180 0.2590 1.9626
C -3.5244 0.1141 2.8025
C -4.5902 -0.7461 2.5670
C -4.6467 -1.4031 1.3661
C -3.5828 -1.1973 0.4508
C -2.4731 -0.3356 0.7185
H 1.5770 0.7821 5.9186
H 3.9650 0.5996 5.3203
H 4.5238 0.3101 2.8142
H 2.7849 0.2451 1.2270
H -3.4560 0.5966 3.8197
H -5.2318 -0.9480 3.3994
H -5.3929 -2.1637 1.1883
H -3.6277 -1.7235 -0.4776
C 3.9630 0.6281 -1.7803
N 2.8906 0.7084 -2.6967
C 3.0255 0.5587 -4.0517
C 1.7691 0.5310 -4.5400
N 0.9045 0.7312 -3.4881
C 1.5951 0.8764 -2.3263
S 1.1174 1.4939 -0.8145
C -0.5015 0.6843 -3.5711
C -1.1146 1.0504 -4.7609
C -2.4587 0.9521 -4.8162
C -3.1455 0.5665 -3.6597
C -2.4971 0.2698 -2.5147
N -1.1509 0.3027 -2.4811
H 4.5196 1.5281 -1.5624
H 4.6655 -0.1231 -2.1139
H 3.6128 0.3351 -0.8155
H 3.9917 0.2742 -4.4988
H 1.5075 0.2979 -5.5467
H -0.4820 1.4289 -5.5634
H -2.9803 1.1956 -5.7275
H -4.2405 0.6245 -3.6988
H -3.0647 -0.0763 -1.6505
B 0.7095 -2.8500 2.1641
C 0.5367 -2.4628 0.7697
N 0.2492 -2.0082 -0.2544
H 1.2231 -1.8775 2.7033
H 1.3500 -3.8381 2.3645
H -0.4206 -2.7878 2.5166
```

=====

No. 2
The following is a quantum chemistry calculation of a molecular structure, C23H20CeCl2O4P in a non-equilibrium geometry, from the OMol25 dataset.

The value obtained for the HOMO energy (alpha / beta) is -11.27 / -11.27 eV. Its charge is +1. The calculation puts the lowest unoccupied orbital energy (alpha / beta) at -6.01 / -6.00 eV. The calculation puts the total energy at -2925.41613 a.u. For the largest force on an atom, the calculation gives 9.1 eV/A.

XYZ file:
```
51
C23H20CeCl2O4P | the OMol25 dataset | wB97M-V/def2-TZVPD
C 0.1131 -2.1306 4.1297
C -0.7689 -1.3743 3.3055
C -1.2967 -2.2382 2.2364
H -0.9834 -0.3449 3.4228
C -0.7258 -3.5591 2.4114
C 0.0478 -3.4762 3.5126
H 0.7677 -4.3689 3.8563
H 0.7518 -1.8091 4.8928
H -1.9571 -1.9415 1.4691
H -0.8441 -4.3675 1.7498
Ce 0.9241 -1.9132 1.9538
Cl 1.6159 -3.0339 0.0801
P 0.0675 0.4759 -0.7369
C -1.4201 0.2763 -1.7948
C -2.3451 1.2912 -2.0467
H -2.2047 2.2676 -1.6032
C -3.4439 1.0563 -2.8654
H -4.1541 1.8536 -3.0492
C -3.6300 -0.1899 -3.4494
H -4.4864 -0.3696 -4.0884
C -2.7145 -1.2076 -3.2052
H -2.8557 -2.1844 -3.6525
C -1.6252 -0.9817 -2.3774
H -0.9222 -1.7808 -2.1775
C -0.2415 2.1189 0.0229
C -1.0327 2.1488 1.1784
H -1.4169 1.2206 1.5841
C -1.3281 3.3517 1.8011
H -1.9464 3.3590 2.6912
C -0.8216 4.5438 1.2949
H -1.0443 5.4828 1.7876
C -0.0244 4.5238 0.1582
H 0.3754 5.4480 -0.2412
C 0.2616 3.3206 -0.4778
H 0.8766 3.3161 -1.3674
C 1.3506 0.8860 -1.9852
C 1.0769 1.1842 -3.3216
H 0.0542 1.1796 -3.6733
C 2.1094 1.4886 -4.2015
H 1.8812 1.7156 -5.2360
C 3.4255 1.5078 -3.7586
H 4.2280 1.7468 -4.4463
C 3.7085 1.2127 -2.4296
H 4.7338 1.2200 -2.0782
C 2.6832 0.8942 -1.5525
H 2.9085 0.6506 -0.5218
O 3.3333 -4.0612 4.8907
Cl 2.0694 -4.5950 4.6681
O 2.0746 -5.9272 4.0062
O 1.1674 -4.5050 5.8689
O 1.6276 -3.3812 3.3652
```

=====

No. 3
The following is a quantum chemistry calculation of a molecular structure, C23H20CeClNO3P in a non-equilibrium geometry, from the OMol25 dataset.

The value obtained for the HOMO energy (alpha / beta) is -9.97 / -9.96 eV. Its charge is +1. The calculation puts the lowest unoccupied orbital energy (alpha / beta) at -5.94 / -6.00 eV. The calculation puts the total energy at -2445.21010 a.u. For the largest force on an atom, the calculation gives 2.8 eV/A.

XYZ file:
```
50
C23H20CeClNO3P | the OMol25 dataset | wB97M-V/def2-TZVPD
C 3.4510 2.0639 -1.8209
C 2.1004 1.6380 -1.5798
C 1.5889 2.4045 -0.4898
H 1.5245 0.9191 -2.1934
C 2.6106 3.2883 -0.0452
C 3.7823 3.0575 -0.8352
H 4.7612 3.5390 -0.7025
H 4.1300 1.6647 -2.5887
H 0.5497 2.3581 -0.1572
H 2.5145 4.0278 0.7446
Ce 3.8138 0.9301 0.4328
Cl 2.5367 0.6209 2.6443
P -0.7949 -0.5384 0.1830
C -1.7862 0.8412 0.7502
C -3.0133 1.1720 0.1467
H -3.3836 0.5964 -0.7023
C -3.7564 2.2504 0.6351
H -4.7041 2.5074 0.1657
C -3.2982 3.0124 1.7111
H -3.8828 3.8529 2.0895
C -2.0613 2.7052 2.2903
H -1.6885 3.3010 3.1264
C -1.2924 1.6455 1.8053
H -0.3007 1.4405 2.2245
C -1.2428 -0.9915 -1.4942
C -1.3112 0.0051 -2.4990
H -1.1449 1.0575 -2.2479
C -1.5870 -0.3531 -3.8175
H -1.6533 0.4230 -4.5785
C -1.7591 -1.6944 -4.1753
H -1.9739 -1.9641 -5.2110
C -1.5984 -2.6833 -3.2004
H -1.6795 -3.7322 -3.4852
C -1.3215 -2.3462 -1.8729
H -1.1590 -3.1341 -1.1356
C -1.0063 -1.9082 1.3168
C -2.2369 -2.1089 1.9585
H -3.0599 -1.4091 1.8024
C -2.4028 -3.2190 2.7974
H -3.3673 -3.3879 3.2771
C -1.3520 -4.1049 3.0354
H -1.4930 -4.9715 3.6837
C -0.1041 -3.8603 2.4463
H 0.7279 -4.5354 2.6437
C 0.0863 -2.7597 1.6158
H 1.0716 -2.5370 1.1948
O 6.9418 0.7153 -1.0877
N 6.6788 0.2959 0.0219
O 7.2579 0.3652 1.0855
O 5.2873 -0.4598 0.0913
```

=====

No. 4
The following is a quantum chemistry calculation of a molecular structure, C23H20Cl2CoN3O7, from the OMol25 dataset.

As for the expectation value of S²: 0.7942. The spin multiplicity is 2. The value obtained for the HOMO energy (alpha / beta) is -5.12 / -5.27 eV. Its charge is -1. The calculation puts the lowest unoccupied orbital energy (alpha / beta) at 2.38 / 2.40 eV. The calculation puts the total energy at -3882.73474 a.u. For the largest force on an atom, the calculation gives 0.5 eV/A. The calculation puts the energy relative to the best compared isomer or geometry (same formula, charge and spin) at 0.000 eV.

XYZ file:
```
56
C23H20Cl2CoN3O7 | the OMol25 dataset | wB97M-V/def2-TZVPD
Co 1.5410 -0.3022 -0.0170
Cl 5.6556 0.7283 5.9409
C 4.4221 0.4323 4.7363
C 3.0894 0.2448 5.1593
C 2.1068 0.0105 4.2507
Cl 0.4727 -0.2094 4.7891
C 2.3503 -0.0542 2.8214
O 1.4071 -0.2499 2.0215
C 3.7244 0.1279 2.4508
C 4.1602 0.0202 1.0970
O 3.4967 -0.2783 0.0986
C 4.7283 0.3771 3.4144
H 2.8481 0.2908 6.2127
H 5.2369 0.1884 0.9412
H 5.7511 0.5183 3.0869
C 1.6302 -2.2018 -3.3300
C 1.5903 -0.7201 -3.2307
N 1.5736 -0.0384 -2.1070
C 1.5177 1.2866 -2.4349
C 1.5056 1.4185 -3.7911
N 1.5533 0.1350 -4.2806
C 1.4451 2.5713 -4.7136
O 1.3954 3.7530 -4.1519
O 1.4506 2.3824 -5.9154
C 1.4367 2.3034 -1.3417
O 1.4387 3.5104 -1.6833
O 1.3732 1.8330 -0.1847
H 1.5134 -2.6038 -2.3236
H 2.5747 -2.5437 -3.7566
H 0.8166 -2.5730 -3.9552
H 1.5516 -0.0782 -5.2649
H 1.3861 3.6749 -3.1146
O 0.7621 -2.2402 -0.1314
N -0.0904 -1.2368 -0.0777
C -1.8600 0.6255 1.5623
C -2.2290 -0.1482 0.2819
C -2.0038 0.7889 -0.9080
C -1.3302 -1.3714 0.1615
C -3.6704 -0.6473 0.3676
C -4.6114 -0.4051 -0.6281
C -5.9092 -0.8937 -0.5261
C -6.2925 -1.6421 0.5738
C -5.3625 -1.9003 1.5725
C -4.0719 -1.4090 1.4670
H -0.8247 0.9578 1.5013
H -1.9485 0.0078 2.4551
H -2.5087 1.4978 1.6738
H -0.9934 1.1891 -0.8557
H -2.7023 1.6272 -0.8777
H -2.1116 0.2703 -1.8627
H -1.7223 -2.3760 0.2962
H -4.3378 0.1753 -1.4974
H -6.6207 -0.6855 -1.3159
H -7.3031 -2.0223 0.6542
H -5.6430 -2.4878 2.4381
H -3.3582 -1.6277 2.2515
```